1.
11
Properties=species:S:1:pos:R:3:forces:R:3 method="wB97M-V/def2-TZVPD" spin_multiplicity=1 gap_ev=10.994 mol_weight_g_mol=83.090 de_lowest_kcal_mol=31.9
O -1.13386 0.67716 -1.15259 -0.1 -0.1 -0.1
C 0.10407 0.14322 -0.84925 0.3 -0.1 -0.1
C 0.90859 0.77588 0.21966 0.1 0.1 0.0
C 0.30162 -0.59349 0.47096 0.0 -0.2 0.0
C -0.86064 -0.74647 1.31368 -0.8 -0.2 0.5
N -1.80366 -0.94263 1.95691 1.0 0.3 -0.6
H -1.65625 -0.02199 -1.56821 -0.1 0.2 0.1
H 0.66580 -0.25238 -1.69476 -0.1 0.0 0.1
H 1.97558 0.78467 0.02375 -0.1 0.0 0.3
H 0.52897 1.62528 0.77865 -0.1 -0.2 -0.2
H 0.96980 -1.44925 0.50120 -0.1 0.1 -0.1

2.
11
Properties=species:S:1:pos:R:3:forces:R:3 method="wB97M-V/def2-TZVPD" spin_multiplicity=1 gap_ev=9.342 mol_weight_g_mol=83.090 de_lowest_kcal_mol=67.5
N -0.78939 -1.66000 0.08786 -0.1 0.0 0.1
C -0.10821 -0.47322 0.01689 -0.1 -0.2 -0.7
C 1.06804 -0.28899 0.78343 -0.8 0.1 0.0
O 1.57947 0.95975 0.32217 -0.3 0.3 0.1
C 0.72467 1.47551 -0.55421 -0.2 0.0 0.0
C -0.37801 0.69911 -0.74650 0.1 -0.1 -0.3
H -0.29602 -2.36410 0.62433 -0.1 0.2 0.0
H -1.77886 -1.63809 0.27706 -0.1 0.1 -0.2
H 0.21980 -0.04895 1.52962 1.4 -0.2 1.1
H 1.00733 2.42405 -0.99890 -0.1 -0.2 0.0
H -1.24881 0.91494 -1.34177 0.1 0.0 -0.2

3.
11
Properties=species:S:1:pos:R:3:forces:R:3 method="wB97M-V/def2-TZVPD" spin_multiplicity=1 gap_ev=9.622 mol_weight_g_mol=83.090 de_lowest_kcal_mol=62.3
O -1.52536 -0.41534 -0.18095 -1.1 0.7 0.2
C -1.47246 0.38154 0.73637 -0.4 -0.2 -0.2
N -0.35378 1.11418 0.95588 -0.3 -0.3 -0.1
C 0.75876 0.68106 0.12830 -0.2 -1.0 -0.4
C 0.64129 -0.85008 -0.14254 2.2 0.6 0.2
C 0.82124 -2.00801 -0.45164 0.7 1.1 0.3
H -2.30550 0.51134 1.42964 0.0 0.2 0.3
H -0.24398 1.66444 1.79579 0.1 -0.2 -0.2
H 0.67999 1.14220 -0.86177 0.0 0.0 0.1
H 1.68618 1.08954 0.58463 -0.4 -1.0 -0.3
H 1.21795 -2.96828 -0.70779 -0.5 0.1 0.1

4.
11
Properties=species:S:1:pos:R:3:forces:R:3 method="wB97M-V/def2-TZVPD" spin_multiplicity=1 gap_ev=8.117 mol_weight_g_mol=83.090 de_lowest_kcal_mol=93.7
O -0.25068 1.21367 1.42370 0.1 0.2 -0.2
C -0.15167 0.69036 0.21515 0.1 0.1 -0.1
C -1.00681 -0.48260 -0.15859 0.1 0.1 0.2
C 0.19783 -1.33698 -0.50015 0.3 -0.2 -0.2
C 1.32747 -0.64452 -0.80236 -0.4 -0.2 0.0
N 0.82663 0.87183 -0.62377 0.0 0.0 0.4
H -1.64187 -0.24845 -1.02908 0.1 0.0 0.2
H -1.64035 -0.80082 0.67026 0.2 0.0 0.0
H 0.19195 -2.41598 -0.42211 -0.1 0.1 -0.3
H 0.61378 1.57896 1.68013 -0.3 0.2 -0.1
H 1.53371 1.57453 -0.45319 0.0 -0.1 0.1

5.
11
Properties=species:S:1:pos:R:3:forces:R:3 method="wB97M-V/def2-TZVPD" spin_multiplicity=1 gap_ev=8.756 mol_weight_g_mol=83.090 de_lowest_kcal_mol=91.8
N -0.89273 1.26125 -1.48718 0.2 0.0 0.2
C -0.31585 0.57361 -0.60190 -0.5 -0.1 -0.3
C -0.77032 -0.79697 -0.15312 -0.6 -0.3 -0.4
C 0.14231 -1.29204 0.89441 -0.2 0.3 -0.4
C 1.11694 -0.16230 1.01337 -0.2 -0.3 0.0
O 0.79642 0.91768 0.10520 -0.3 -0.1 -0.2
H -0.42460 2.15186 -1.63832 0.0 0.0 0.0
H -1.87667 -0.89024 0.01067 0.6 0.7 1.2
H -1.05523 -1.49315 -0.98681 1.5 0.1 0.1
H 2.14317 -0.50688 0.80258 -0.3 -0.1 0.0
H 1.13655 0.23718 2.04111 -0.1 -0.2 -0.2

6.
11
Properties=species:S:1:pos:R:3:forces:R:3 method="wB97M-V/def2-TZVPD" spin_multiplicity=1 gap_ev=9.979 mol_weight_g_mol=83.090 de_lowest_kcal_mol=116.8
C -1.44678 0.04628 0.00284 -0.4 -0.8 0.1
C 1.04396 -0.20764 0.71899 -0.6 2.2 0.4
C 0.88355 -0.19005 -0.76113 1.4 -2.8 -0.6
C -0.06366 0.58107 0.08466 -2.6 -3.0 -1.5
N -2.23280 -0.91418 -0.16817 1.4 -1.0 -0.1
O -2.68606 0.56753 0.04453 -0.1 1.8 0.3
H 0.65045 -0.99648 1.26087 -0.1 -1.6 1.2
H 1.60367 0.57781 1.25029 0.7 -1.1 -0.4
H 1.76670 0.14489 -1.23926 0.2 1.4 -0.7
H 0.64692 -1.19527 -1.28066 -0.4 1.8 1.2
H -0.16596 1.58605 0.08705 0.6 3.2 0.1

7.
11
Properties=species:S:1:pos:R:3:forces:R:3 method="wB97M-V/def2-TZVPD" spin_multiplicity=1 gap_ev=8.555 mol_weight_g_mol=83.090 de_lowest_kcal_mol=108.1
O 2.30520 -0.65294 -0.59190 -0.7 0.9 0.5
C 1.69259 0.17681 -0.09655 0.7 -0.8 -0.6
N -0.40129 -1.52309 -0.11351 -0.4 -0.1 -0.1
C -1.57740 -1.09895 -0.33069 0.2 0.0 0.0
C -0.06943 1.70185 -0.06938 0.4 0.1 0.2
C 1.13394 1.28956 0.48880 -0.2 0.0 -0.1
H -0.36187 -2.54410 -0.12415 0.0 0.1 0.0
H -1.71770 -0.01562 -0.36471 0.0 -0.2 0.0
H -2.44356 -1.75031 -0.49712 0.1 0.0 0.0
H -0.33524 2.65520 0.42700 0.0 -0.1 -0.1
H 1.76699 1.72878 1.26608 -0.1 0.0 0.0

8.
11
Properties=species:S:1:pos:R:3:forces:R:3 method="wB97M-V/def2-TZVPD" spin_multiplicity=1 gap_ev=9.740 mol_weight_g_mol=83.090 de_lowest_kcal_mol=50.9
C 0.82931 -1.20223 -0.76731 0.0 0.0 0.2
C 0.78717 -0.53753 0.60984 -0.7 -0.5 0.2
C -0.17756 0.06938 1.25869 -0.3 0.6 0.1
O -0.89538 0.62797 1.99641 0.2 -0.2 -0.5
C -1.41234 2.09459 -0.41501 0.4 -0.5 -1.0
N -0.99421 1.49703 -1.31024 -0.5 0.7 0.9
H 1.22743 -0.62292 -1.60644 -0.1 0.4 0.5
H -0.17382 -1.51217 -1.04765 0.0 0.0 -0.1
H 1.44835 -2.09747 -0.72718 0.0 0.0 0.2
H 1.19476 -0.99833 1.51407 1.0 -0.4 -0.4
H -1.79144 2.63771 0.42618 0.0 -0.1 -0.1

9.
11
Properties=species:S:1:pos:R:3:forces:R:3 method="wB97M-V/def2-TZVPD" spin_multiplicity=1 gap_ev="8.813 / 8.814" mol_weight_g_mol=83.090 de_lowest_kcal_mol=69.4
C 0.34312 -0.96925 -1.40504 0.2 0.3 0.2
C 0.37812 0.13182 -0.32005 0.0 0.4 0.2
N 0.87323 1.31305 -0.45927 -1.5 0.6 1.0
O 0.07924 2.14667 1.02224 0.8 -1.6 -1.8
C -0.51949 1.11684 1.53884 0.2 -0.5 -0.3
C -0.33194 -0.07185 0.90576 -0.1 -0.3 0.3
H 0.96793 -0.78409 -2.28229 0.0 0.2 0.3
H 0.62060 -1.93675 -0.96962 0.0 0.3 0.0
H -0.69769 -1.07690 -1.75409 0.4 0.3 0.3
H -1.21498 1.17114 2.39219 0.7 0.6 -0.2
H -0.49815 -1.04068 1.33132 -0.6 -0.3 -0.1

10.
11
Properties=species:S:1:pos:R:3:forces:R:3 method="wB97M-V/def2-TZVPD" spin_multiplicity=1 gap_ev=11.089 mol_weight_g_mol=83.090 de_lowest_kcal_mol=8.6
C 0.44334 -1.33840 0.16785 0.0 0.0 0.1
C 0.15014 -0.04969 0.88924 0.1 0.0 0.3
O 0.26649 0.09115 2.08282 -0.1 -0.1 -0.5
C -0.31284 1.16738 0.06314 0.0 0.1 0.0
C -0.56058 0.90703 -1.35415 -0.2 -0.2 -1.0
N -0.75133 0.67738 -2.47139 0.2 0.2 1.1
H 0.80081 -2.08078 0.88304 -0.1 0.1 -0.1
H 1.19103 -1.17610 -0.61704 -0.1 0.0 0.1
H -0.46030 -1.70490 -0.33286 0.1 0.1 0.1
H 0.45422 1.94409 0.15998 -0.1 -0.1 0.0
H -1.22098 1.56284 0.52936 0.1 -0.1 -0.1

11.
11
Properties=species:S:1:pos:R:3:forces:R:3 method="wB97M-V/def2-TZVPD" spin_multiplicity=1 gap_ev=10.241 mol_weight_g_mol=83.090 de_lowest_kcal_mol=116.5
C 1.23439 0.74453 0.93063 0.2 1.2 2.3
C -0.84445 -0.91421 -1.32096 -1.7 1.5 -0.4
C -0.42460 -1.13925 -0.14201 1.5 4.3 5.2
C -0.17119 0.51156 1.06797 2.2 -4.6 -6.4
N 0.38426 1.58858 0.22324 1.8 0.5 -0.1
O 2.36431 0.56416 1.30798 -0.8 -0.1 -1.1
H -0.90006 -1.74460 -1.93332 -0.2 -1.3 -1.9
H -1.39138 0.02404 -1.52970 0.7 -0.5 -0.3
H 0.08858 -1.81801 0.47370 0.2 -1.5 -0.2
H -0.92053 0.62534 1.70524 -2.9 0.8 2.8
H 0.58067 1.55787 -0.78276 -1.0 -0.1 0.1

12.
11
Properties=species:S:1:pos:R:3:forces:R:3 method="wB97M-V/def2-TZVPD" spin_multiplicity=1 gap_ev=7.001 mol_weight_g_mol=83.090 de_lowest_kcal_mol=101.0
O -0.75715 -2.15334 0.45016 0.3 0.6 -0.1
C -0.25429 -1.16257 0.01413 -0.2 -0.1 0.4
N -0.42950 0.06202 1.13313 0.0 0.3 0.0
C -0.31357 1.33569 1.10935 0.0 -0.4 -0.2
C 0.70924 0.51083 -1.45067 0.1 -0.4 -0.2
C 0.43847 -0.80452 -1.18403 0.0 0.3 0.1
H -0.73351 -0.35397 2.01440 0.0 -0.1 -0.2
H 0.03380 1.75662 0.15548 -0.1 -0.1 0.1
H -0.53358 1.91786 2.01132 0.1 -0.3 -0.1
H 1.18953 0.57555 -2.44351 -0.1 0.0 0.2
H 0.65055 -1.68417 -1.80975 -0.1 0.2 0.2

13.
11
Properties=species:S:1:pos:R:3:forces:R:3 method="wB97M-V/def2-TZVPD" spin_multiplicity=1 gap_ev=10.795 mol_weight_g_mol=83.090 de_lowest_kcal_mol=63.5
O 1.84434 -0.62904 1.05605 0.0 0.4 -0.5
C 1.10496 -0.20660 0.21361 0.4 -0.2 0.3
C 0.36980 -0.82245 -0.95155 0.0 -0.2 0.0
N -0.78501 0.12328 -0.67984 -0.1 0.1 -0.3
C -1.08601 0.35163 0.75473 -0.1 -0.1 0.1
C 0.11582 0.95733 0.16338 0.2 0.4 0.1
H 0.76485 -0.44887 -1.90459 0.1 -0.2 0.2
H 0.27814 -1.91109 -1.01253 -0.5 0.1 0.2
H -0.94525 -0.39784 1.53443 -0.1 -0.1 -0.3
H -1.96242 0.98240 0.88810 0.1 -0.2 -0.1
H 0.30078 2.00126 -0.06178 0.0 -0.1 0.3

14.
11
Properties=species:S:1:pos:R:3:forces:R:3 method="wB97M-V/def2-TZVPD" spin_multiplicity=1 gap_ev=10.634 mol_weight_g_mol=83.090 de_lowest_kcal_mol=78.1
O -1.50100 -0.12882 -0.65715 -0.8 0.3 1.0
C -1.24509 0.01753 0.52104 -1.1 0.7 -0.5
N -0.32611 0.98946 0.93505 0.0 -0.1 -0.1
C 0.78495 0.93235 -0.03532 0.2 -0.1 -0.1
C 0.84475 -0.51812 -0.33810 1.2 -0.7 0.6
C 0.64099 -1.63782 0.07491 0.4 0.0 -1.0
H -1.69368 -0.63766 1.28478 -0.1 0.4 0.2
H 0.00176 0.91816 1.89265 -0.3 -0.2 -0.2
H 0.58771 1.61616 -0.86499 0.2 -0.5 0.0
H 1.74003 1.18653 0.42456 -0.2 0.4 0.1
H 0.04607 -2.51321 0.20756 0.5 -0.3 0.0

15.
11
Properties=species:S:1:pos:R:3:forces:R:3 method="wB97M-V/def2-TZVPD" spin_multiplicity=1 gap_ev=10.773 mol_weight_g_mol=83.090 de_lowest_kcal_mol=17.5
C 1.23275 -0.53705 -0.65726 0.1 0.0 0.0
C -0.25907 -0.39807 -0.35607 0.0 0.0 -0.1
C -0.49090 0.35509 0.93472 0.3 -0.1 0.3
O 0.14604 0.19547 1.94657 -0.3 0.1 -0.5
C -1.58347 1.35845 0.91708 -0.8 0.8 0.0
N -2.41579 2.16084 0.88118 0.8 -0.8 0.0
H 1.67271 0.43980 -0.88420 0.0 -0.2 0.0
H 1.38997 -1.18993 -1.51980 0.0 0.1 0.1
H 1.75808 -0.95959 0.20304 -0.1 0.1 -0.1
H -0.71322 -1.38907 -0.21940 0.0 0.1 0.0
H -0.79693 0.08814 -1.17693 0.1 0.0 0.2

16.
11
Properties=species:S:1:pos:R:3:forces:R:3 method="wB97M-V/def2-TZVPD" spin_multiplicity=1 gap_ev=11.835 mol_weight_g_mol=83.090 de_lowest_kcal_mol=37.3
C 0.62444 0.68132 1.14297 0.0 0.0 -0.1
C -0.53782 -0.04689 0.52755 0.1 0.0 0.3
O -1.25497 0.62371 -0.49885 -0.1 0.1 -0.1
C -0.63409 -0.60193 -0.83501 0.0 -0.2 -0.1
C 0.41766 -0.59521 -1.84116 0.6 -0.1 -0.7
N 1.18053 -0.70440 -2.70367 -0.6 0.2 0.9
H 0.22350 1.42482 1.84144 0.1 -0.1 -0.1
H 1.26023 -0.00232 1.71451 -0.1 0.0 -0.1
H 1.23022 1.20186 0.39719 -0.1 -0.1 0.0
H -1.18608 -0.55079 1.24813 0.1 0.1 -0.1
H -1.32362 -1.43019 -0.99311 0.1 0.1 0.0

17.
11
Properties=species:S:1:pos:R:3:forces:R:3 method="wB97M-V/def2-TZVPD" spin_multiplicity=1 gap_ev=7.299 mol_weight_g_mol=83.090 de_lowest_kcal_mol=122.1
N -0.25937 -2.53359 -0.44967 -0.5 0.5 0.4
C -0.51786 -1.33706 0.00152 0.0 -0.2 -0.1
C 0.70360 -0.40433 -0.58901 0.2 0.5 0.1
C 0.59454 0.80108 -0.14040 -0.9 -0.8 0.3
C -0.04653 1.81565 0.51991 0.4 -0.1 -0.3
O -1.37409 -0.75744 0.68982 0.6 -0.2 -0.4
H -1.01626 -3.14927 -0.12164 0.3 0.2 -0.1
H 1.42200 -0.88288 -1.24434 -0.2 0.2 0.2
H 1.11541 1.97930 -0.24413 -0.2 0.3 0.2
H -0.84653 2.38279 0.03249 0.3 -0.2 0.0
H 0.22509 2.08576 1.54543 0.1 -0.1 -0.3

18.
11
Properties=species:S:1:pos:R:3:forces:R:3 method="wB97M-V/def2-TZVPD" spin_multiplicity=1 gap_ev=10.358 mol_weight_g_mol=83.090 de_lowest_kcal_mol=89.6
C 0.01000 -0.24598 0.27378 -0.8 1.0 1.3
C 0.54335 0.80016 -0.69132 1.1 0.5 1.0
C -0.01391 1.68399 0.34381 0.0 1.3 -1.2
C -0.17543 -1.67869 0.15728 0.7 -0.6 0.2
N -0.54504 0.61988 1.08171 -0.2 -3.8 0.8
O -0.56028 1.60170 -0.97494 -1.4 0.7 -0.8
H 1.38094 0.80888 -1.34167 0.7 0.1 -0.4
H -0.03250 2.60414 0.87550 1.1 1.1 -0.4
H -0.51784 -2.16584 1.05126 -1.1 0.2 0.3
H 0.69091 -2.28334 -0.05074 0.9 0.3 -0.5
H -0.78020 -1.74490 -0.72467 -0.9 -0.7 -0.3

19.
11
Properties=species:S:1:pos:R:3:forces:R:3 method="wB97M-V/def2-TZVPD" spin_multiplicity=1 gap_ev=9.640 mol_weight_g_mol=83.090 de_lowest_kcal_mol=68.9
C 1.52694 -0.70264 -0.08551 -1.2 -1.6 -0.3
C -2.45522 -0.30234 0.13043 -0.3 1.5 -0.7
C 1.53868 -1.94975 -0.58807 2.2 2.2 -0.4
C -2.40685 -1.55324 0.36646 0.1 -3.9 0.5
N 1.39356 0.36483 0.45166 0.6 0.3 0.4
O -2.53755 0.81397 -0.17365 0.2 0.2 0.2
H 1.36843 -2.74749 0.05892 -0.9 -1.1 1.1
H 2.40494 -2.16611 -1.21940 -0.6 0.2 -0.5
H -2.03241 -2.05700 1.27070 -0.1 0.9 -0.3
H -2.74927 -2.31966 -0.36882 0.2 1.2 0.3
H 0.62686 1.00625 0.32717 -0.2 0.0 -0.4

20.
11
Properties=species:S:1:pos:R:3:forces:R:3 method="wB97M-V/def2-TZVPD" spin_multiplicity=1 gap_ev=9.251 mol_weight_g_mol=83.090 de_lowest_kcal_mol=45.7
O 2.40055 -0.58570 -0.10540 -0.4 0.1 -0.4
C 1.39372 0.03441 -0.36803 0.3 -0.1 -0.3
C 0.17295 -0.42965 -1.12087 -0.1 0.0 0.0
C -1.04481 -0.28787 -0.58339 0.2 -0.1 0.0
C -1.03373 0.13122 0.82715 0.3 0.0 0.2
N 0.12487 0.21819 1.34350 -0.4 0.0 0.1
H 0.35384 -0.71473 -2.15264 -0.2 -0.1 0.1
H 1.34144 1.14427 -0.36437 0.4 0.1 0.2
H -1.97562 -0.42326 -1.12632 0.2 -0.1 0.1
H -1.96012 0.35796 1.36043 0.0 0.0 -0.1
H 0.22692 0.55517 2.28992 -0.3 0.1 0.2